No. 1
Density functional theory data (ωB97M-V/def2-TZVPD) for 10 unconnected molecules or ions with the total composition C34H39F9O36P2S.

Gap between HOMO and LUMO = 9.4 eV
E_LUMO = 0.0016 hartree
Molar mass = 1288.65 g mol⁻¹

```
! RIJCOSX wB97M-V def2-TZVPD def2/J DEFGRID3
* xyz 0 1
S 2.92119 5.68138 4.82909
P 4.00562 2.71400 2.60440
P 5.98772 2.60448 3.49685
F 6.71034 6.00378 -6.75580
F -9.56598 -6.23267 0.17693
F -2.75646 -3.05281 3.85819
F 3.75144 5.42300 -1.22875
F 6.83593 7.88367 1.28101
F -9.22950 -9.86010 -2.10742
F -4.78461 -7.04331 -5.33564
F -4.54647 -4.52858 -0.61447
F 0.04740 -4.50312 -3.90568
O 2.19417 4.11099 -0.29112
O -5.52214 -7.68036 -1.03876
O 1.36449 -1.53112 -2.82854
O 6.86838 3.62786 2.73179
O 6.63178 1.05420 3.14139
O -1.43048 -1.43188 3.04363
O -6.39432 -9.59540 -0.20257
O 0.31218 2.86341 -0.13194
O -1.50557 -4.68049 0.95244
O -2.50246 -5.40599 -0.93562
O 3.95329 5.12203 5.80594
O -0.27950 -5.71226 -0.64670
O -6.21739 -4.99275 -2.43764
O 1.95017 -3.70145 -3.01977
O 6.06565 3.01591 5.14300
O -1.55358 3.56520 2.60141
O 6.18713 6.16729 -0.01733
O 1.19516 3.34445 -2.16083
O 3.49250 -2.16790 -2.39501
O 7.90210 6.15936 -1.48192
O 4.56344 5.69862 -6.16766
O -8.39649 -4.39084 -2.46300
O -2.32109 -3.44106 -6.11233
O -2.97606 -4.37783 -4.16087
O 2.78258 2.30590 5.20800
O -0.90977 -0.39062 4.97516
O 6.11639 4.81177 -1.82444
O 4.55876 6.84953 -4.22916
O -7.38639 -8.58344 -1.95762
O -0.27123 0.51137 3.00273
O 2.09331 6.67244 5.64040
O -7.61643 -5.72904 -0.82138
O 2.73932 5.64668 -4.82939
O -1.22159 5.68421 3.46330
O -3.46325 -5.39670 -6.11259
O 0.83860 1.44799 6.39436
C 1.15499 3.39291 -0.80197
C -9.51182 -4.79920 -1.68590
C -2.85491 -4.23457 0.98800
C 0.91368 3.80570 5.29538
C -1.33178 -5.30224 -0.24836
C 1.43810 2.33149 5.76456
C -7.30909 -5.03529 -1.95421
C -3.52060 -5.15018 0.01148
C -3.65051 -6.34449 -5.07998
C 2.37369 -2.44158 -2.72008
C -1.61268 -2.36102 4.09093
C -0.67776 3.84139 5.07761
C 2.61690 2.85588 3.87862
C -8.86943 -5.22558 -0.40475
C -7.59831 -10.30009 -0.47212
C 0.24480 -2.22560 -3.36244
C -6.35983 -8.53922 -1.06324
C 8.15617 7.19137 -0.53838
C 6.68139 5.63838 -1.17032
C 7.28596 6.79401 0.61176
C 0.53855 -3.64154 -2.98317
C 1.89894 4.28582 4.13406
C -1.15405 4.44872 3.68212
C 3.12208 4.23385 -1.34948
C -7.89433 -9.89976 -1.88259
C -3.80656 -5.49408 -3.86140
C 2.25897 4.19970 -2.56729
C 5.86460 6.95352 -4.77905
C -2.87136 -4.32235 -5.51653
C -0.82187 -0.35540 3.61655
C -1.74478 -1.49192 5.30112
C 3.75335 6.68568 3.48932
C 3.85234 6.02794 -5.05418
C 5.63219 6.62161 -6.21852
H 2.77887 3.79484 -3.43452
H 6.71529 0.52978 3.98010
H 1.07622 4.40107 6.26375
H -8.37302 -9.97702 0.22903
H 9.21272 7.22582 -0.26912
H 3.85338 3.42236 -1.29277
H 7.87146 8.15572 -0.96909
H -3.47209 -5.99954 -2.95600
H 6.26922 7.95770 -4.64309
H 1.49341 4.54724 3.09995
H -0.74904 3.55364 2.01954
H 6.52598 6.23751 -4.28227
H -0.76362 -3.04992 4.12274
H 0.18456 -3.92343 -1.98733
H -1.07687 2.76967 5.25080
H 3.99719 3.96290 1.87233
H -0.68726 -1.86226 -2.92726
H -7.45557 -11.37640 -0.36554
H 1.85700 5.18081 -2.82591
H -10.21499 -3.97685 -1.54612
H 7.75500 6.09658 1.31221
H -4.83322 -5.15205 -3.71289
H 5.34931 7.47774 -6.83801
H -10.02710 -5.62007 -2.19274
H -2.89861 -3.18589 0.67991
H -2.79538 -7.02629 -5.04744
H 1.73070 2.24568 3.44743
H -8.71900 -4.41520 0.31455
H -3.86700 -6.09432 0.44162
H 5.85832 2.24880 5.72939
H 4.82706 6.94676 3.79161
H -1.40304 -1.98856 6.21038
H 0.20763 -2.07799 -4.44542
H -7.40991 -10.52425 -2.63883
H 3.82127 6.13322 2.48706
H 3.16512 7.65929 3.40982
H -3.27078 -4.32230 1.99153
H -1.18058 4.47973 5.89937
H -2.76793 -1.13822 5.45756
*
```

Here are the Mulliken charges for atoms 1 to 6, given in e:
1 S 1.2834
2 P 0.0567
3 P 0.7639
4 F -0.2982
5 F -0.2892
6 F -0.3291

No. 2
Density functional theory data (ωB97M-V/def2-TZVPD) for a molecular structure, C34H39GeN5OsSSeTe.

Gap between HOMO and LUMO (spin up / spin down) = 5.7 / 5.7 eV
E_LUMO (spin up / spin down) = -0.0429 / -0.0430 hartree
Molar mass = 1019.19 g mol⁻¹
Energy above the lowest of the compared OMol25 structures with the same formula, charge and spin = 15.74 kcal per mole

```
! RIJCOSX wB97M-V def2-TZVPD def2/J DEFGRID3
* xyz 0 1
Os -0.61416 -0.02703 -1.00772
Te -2.53125 -2.08840 -1.75938
Se 2.72317 1.00145 -0.72292
Ge 5.79098 1.64683 -1.78867
S -4.89529 0.33954 -1.56846
N -0.16557 0.22069 -2.71971
N -1.44163 -1.43597 1.38135
N -1.61760 1.74071 -0.80989
N -1.56723 -0.30078 0.68285
N 0.24478 -1.73273 -0.21620
C 1.01315 -4.07304 1.06083
C -1.34486 1.07403 -4.67989
C -3.50798 2.74965 0.45313
C 1.12650 1.49516 -5.89787
C -3.61587 0.34885 1.90785
C 2.97479 0.95526 1.20309
C -2.02156 4.63353 -3.11585
C 5.91723 3.06670 -0.45763
C 7.50023 0.70610 -1.95182
C -0.73802 5.15880 -3.10905
C -2.68880 0.71893 -4.12572
C -2.60797 0.56469 0.96456
C 5.33255 2.41878 -3.52182
C -4.56907 1.31547 2.09716
C 1.70532 -3.61383 -0.08249
C 4.47850 0.29748 -1.23103
C -1.35106 2.90961 -1.57426
C -6.52621 0.01029 -1.18089
C 0.24389 4.55373 -2.33481
C -0.03270 1.93766 -6.51992
C 1.08276 0.87761 -4.66268
C -5.52263 -2.06652 -1.06521
C 1.29857 -2.45660 -0.67106
C -0.06298 3.43732 -1.57245
C -2.57762 1.72654 0.16509
C -0.42569 -2.15497 0.91013
C -4.48472 2.53183 1.39298
C 2.34455 0.37327 -4.03111
C -4.43850 -1.30697 -1.41428
C -0.02192 -3.34675 1.56121
C -0.15920 0.71958 -3.99734
C -1.25452 1.70432 -5.91345
C -6.72270 -1.31426 -0.94092
C -2.33344 3.51885 -2.34797
H 4.93173 3.49595 -0.26972
H -7.68210 -1.74262 -0.68872
H -0.56401 -3.63844 2.44913
H 2.08528 1.61957 -6.38780
H 6.57208 3.86017 -0.82033
H -2.87812 -0.34651 -4.26720
H 4.85566 -0.26810 -0.37800
H -2.17125 2.00078 -6.40923
H 0.68701 2.95927 -0.95699
H -2.73535 0.91796 -3.05951
H -5.38482 1.15013 2.78799
H 4.31776 -0.40690 -2.04834
H 2.09832 1.42035 1.64944
H -5.21013 3.31175 1.59037
H -5.46037 -3.13596 -0.91224
H 0.01853 2.41351 -7.49055
H 8.26906 1.37883 -2.33563
H -3.33238 3.10122 -2.37871
H 7.83239 0.32229 -0.98654
H 2.53808 -4.16259 -0.49699
H -7.24695 0.81278 -1.16940
H 6.10236 3.14138 -3.79693
H 1.24967 4.95550 -2.31904
H -3.62524 -0.58158 2.45878
H 7.40815 -0.13180 -2.64472
H 1.31286 -4.99491 1.54239
H 1.78581 -2.06055 -1.55161
H 6.32395 2.69149 0.48249
H 3.05556 -0.07600 1.54031
H -3.47937 1.27020 -4.63567
H -2.78877 5.08565 -3.73235
H 3.86668 1.51538 1.47519
H 2.66822 1.04340 -3.23712
H 3.14127 0.30584 -4.77141
H -0.50615 6.03531 -3.70048
H -3.44774 3.68930 -0.07669
H 5.29920 1.65180 -4.29663
H 4.36729 2.92599 -3.49615
H 2.19192 -0.61265 -3.58854
*
```

Here are the Mulliken charges for atoms 1 to 6, given in e:
1 Os -0.2747
2 Te 0.2943
3 Se 0.3224
4 Ge 0.6260
5 S 0.3385
6 N -0.4386

No. 3
Density functional theory data (ωB97M-V/def2-TZVPD) for a molecular structure, C34H39N3O11Y.

Gap between HOMO and LUMO = 6.2 eV
E_LUMO = 0.0533 hartree
Molar mass = 754.60 g mol⁻¹
Energy above the lowest of the compared OMol25 structures with the same formula, charge and spin = 12.28 kcal per mole

```
! RIJCOSX wB97M-V def2-TZVPD def2/J DEFGRID3
* xyz -1 1
Y 0.45730 -0.00427 0.45790
O -0.95733 -1.21774 1.59883
O -1.45449 -2.87386 3.98789
O 2.03497 -0.68083 2.42455
O 2.87592 3.41835 2.09007
O -2.47431 -0.77697 3.99780
O 3.50872 1.17523 -1.42072
O -2.77179 0.99739 2.66612
O 1.38649 -5.21932 0.96919
O 1.15699 -2.29008 0.23612
O -0.36529 -5.56843 3.32629
O 1.45628 2.51394 0.67309
N 0.06905 1.32724 2.61576
N 5.06842 0.52896 0.12488
N 2.76264 0.14881 0.48832
C -1.31631 0.97172 -1.45539
C -0.31627 -1.03393 -2.11109
C 1.11831 2.06670 2.96650
C 5.34201 -0.03407 1.34135
C -2.27417 -0.06308 -1.34626
C 0.79891 1.61343 5.27225
C 1.48876 2.28046 4.27368
C -1.48137 2.50343 -1.60055
C 0.52680 -2.96290 1.08714
C -4.57858 -0.43439 -2.21955
C -0.27910 0.83923 4.92511
C 0.58793 -1.93353 -2.94622
C -0.81251 -3.21593 2.97895
C 2.07447 -1.63828 -2.72811
C -1.63218 -1.26616 -1.75856
C 3.73219 0.64514 -0.33962
C -3.94399 -1.34877 0.02061
C -0.19665 -4.55842 2.70818
C -2.06639 0.27576 3.31537
C 0.25640 -1.63537 -4.41983
C 0.69356 -4.38363 1.47753
C -4.38458 1.04043 -0.22399
C -0.19495 3.15601 -2.13502
C 0.31937 -3.41825 -2.68552
C 6.16738 0.98522 -0.72622
C -0.66008 0.77124 3.59511
C -0.50657 -2.39425 1.86536
C -1.82311 3.22632 -0.28348
C -0.07755 0.33792 -1.85678
C -2.54064 2.78832 -2.67874
C 1.82040 2.67667 1.79806
C -3.76244 -0.15970 -0.94607
C 3.01819 -0.36346 1.72207
C 4.38872 -0.48388 2.16696
H 2.37426 -1.87678 -1.70646
H 2.31054 -0.58736 -2.92757
H -4.37638 1.95626 -0.80934
H 6.75819 1.75023 -0.21815
H -3.53955 2.47013 -2.39129
H 6.39185 -0.08450 1.59887
H 0.04328 2.79824 -3.14035
H -2.27429 2.25607 -3.59808
H -4.50386 0.40545 -2.91954
H -3.71133 -2.30707 -0.45251
H -0.80029 -1.83834 -4.62404
H -2.03686 4.28831 -0.47424
H -5.63689 -0.58279 -1.96767
H 0.96015 -4.03426 -3.32966
H 0.53251 -3.67599 -1.64797
H -2.67317 2.78848 0.23146
H -5.43347 0.80311 -0.01310
H -0.96940 3.17332 0.39957
H -0.72323 -3.67630 -2.90685
H -0.35480 4.24049 -2.19323
H -2.11871 -2.23559 -1.80414
H -0.87172 0.32218 5.67013
H -4.98476 -1.38931 0.36735
H 0.87078 -2.25940 -5.08625
H 0.45221 -0.58243 -4.64923
H -4.21462 -1.33031 -2.73149
H -3.29496 -1.22922 0.89253
H 5.73562 1.39995 -1.62532
H 3.21914 3.72582 1.23919
H 0.66531 2.97858 -1.49312
H -2.57549 3.86523 -2.89897
H 2.67209 -2.25607 -3.41177
H 6.81920 0.15117 -0.99431
H 0.74713 0.86820 -2.31633
H 2.32559 2.93047 4.49106
H 4.60845 -0.92692 3.12785
H -1.83072 -1.56288 3.98355
H -3.89040 1.21663 0.72947
H 1.08905 1.71877 6.31061
*
```

Here are the Mulliken charges for atoms 1 to 6, given in e:
1 Y -1.2826
2 O 1.1532
3 O -0.8536
4 O -0.4369
5 O -0.5747
6 O -0.6310

No. 4
Density functional theory data (ωB97M-V/def2-TZVPD) for 2 unconnected molecules or ions with the total composition C34H39N4O4P.

Gap between HOMO and LUMO = 4.3 eV
E_LUMO = -0.0652 hartree
Molar mass = 598.68 g mol⁻¹

```
! RIJCOSX wB97M-V def2-TZVPD def2/J DEFGRID3
* xyz 0 1
P -0.25608 -0.60199 -1.86026
O 1.47295 2.69332 3.66355
O -1.42309 0.21655 6.00645
O 5.70712 3.55407 0.82189
O -2.21354 0.81368 1.57714
N -0.67013 -1.78224 -0.68541
N -1.89119 -0.09123 -1.85364
N 0.30500 1.01268 4.70579
N -1.88185 0.87366 3.82581
C 1.37973 -4.90040 -0.93656
C 1.66027 -3.96530 1.26294
C -3.50516 2.66791 -3.79415
C 0.65730 1.77576 3.56272
C -3.22146 0.36740 3.97404
C 2.17901 3.16912 0.08687
C -2.95137 2.56559 -1.36733
C -2.48093 0.11422 -4.23220
C -1.40896 1.00316 2.51154
C -1.04255 0.65070 4.93165
C 0.22178 -2.87376 -0.34093
C -2.04758 -1.99044 -0.60652
C 1.92324 -4.98629 0.34747
C -3.57183 2.11875 -5.07195
C -1.92157 -1.23957 -4.54320
C -2.97273 1.94683 -2.72610
C 0.38012 1.62338 0.95968
C 1.84554 2.00203 0.78416
C 2.86691 1.28533 1.39115
C -3.01097 0.86358 -5.28891
C -2.73269 -1.03812 -1.25101
C 4.20337 1.69547 1.31432
C -2.42375 0.68139 -2.95651
C 0.48488 -1.85451 1.93434
C 4.51286 2.92335 0.69683
C 1.08705 1.15915 5.90924
C -0.02311 -3.81454 -2.67996
C 6.76415 2.88599 1.53790
C 2.83162 -6.11778 0.74811
C 3.48624 3.63651 0.03162
C -0.03729 1.37660 2.34690
C 0.78626 -2.92274 0.93770
C -4.17015 2.87049 -6.22186
C 0.50777 -3.85983 -1.28654
H -2.41898 -2.88298 -0.14365
H -2.44068 -1.64400 -5.41871
H 7.60708 3.56369 1.41626
H 4.99520 1.09718 1.78327
H 2.97889 -6.80241 -0.09440
H -4.53536 3.84659 -5.89738
H 1.66315 -5.63428 -1.69338
H 1.38998 3.70661 -0.42489
H -3.43013 0.29708 5.03624
H 0.25911 -2.91039 -3.23638
H 2.16451 -3.95995 2.23054
H -3.91471 1.04301 3.47591
H 0.93361 -0.89817 1.64601
H -3.85066 3.68568 -3.63292
H 0.42653 -4.65476 -3.22362
H 0.88374 -2.09784 2.92565
H -0.87646 -1.17781 -4.85608
H 2.42728 -6.68962 1.59629
H 3.81071 -5.73843 1.06698
H -0.58702 -1.67460 2.05094
H 2.66880 0.34910 1.93361
H 6.99424 1.89787 1.10284
H -1.92582 2.67903 -0.99643
H 0.80675 2.07434 6.42602
H -0.18819 2.49105 0.55503
H -0.05245 0.85967 0.37100
H -1.11330 -3.94672 -2.77724
H -3.51054 1.99528 -0.61073
H -3.38973 3.56993 -1.41303
H -3.78861 -0.97765 -1.44820
H 0.88918 0.33148 6.57073
H -3.26990 -0.61857 3.50458
H 6.51603 2.77152 2.60159
H -5.01283 2.32837 -6.67043
H 2.13649 1.19369 5.66037
H -2.97096 0.44703 -6.29924
H -1.99020 -2.01073 -3.77104
H 3.74550 4.55130 -0.49189
H -3.43543 3.03147 -7.02099
*
```

Here are the Mulliken charges for atoms 1 to 6, given in e:
1 P -0.1151
2 O -0.7055
3 O -0.6834
4 O -0.4390
5 O -0.5938
6 N 1.4938

No. 5
Density functional theory data (ωB97M-V/def2-TZVPD) for a molecular structure, C34H39N9O2Sn.

Gap between HOMO and LUMO = 5.3 eV
E_LUMO = -0.2884 hartree
Molar mass = 724.46 g mol⁻¹
Energy above the lowest of the compared OMol25 structures with the same formula, charge and spin = 0.00 kcal per mole

```
! RIJCOSX wB97M-V def2-TZVPD def2/J DEFGRID3
* xyz 2 1
Sn -0.47139 -0.55031 1.13944
O -0.43583 3.45093 -0.06859
O -3.09335 2.50688 -0.10974
N -2.82597 -0.63684 -1.72280
N -1.27306 1.55179 0.99484
N 1.76308 0.47431 -2.07395
N -0.74255 -3.19997 1.37126
N -0.55871 -1.12517 3.47407
N -2.69253 -1.81344 -2.52976
N -2.79754 -0.54131 1.60752
N 0.03398 -3.44073 3.57620
N 1.11037 1.14798 2.10479
C 4.21103 0.71254 -1.94804
C 1.38379 1.37326 -2.92299
C -0.16889 -2.19392 5.57526
C 0.95432 2.30965 1.46318
C -1.72829 3.66633 -3.00173
C -5.55609 -0.38178 1.67780
C 2.34106 3.46726 -5.99639
C -0.74777 -5.06002 -0.13388
C 0.03077 -5.33319 2.11167
C -0.23381 -5.87501 0.87599
C 3.12748 -1.14270 -3.33534
C 2.11235 1.87796 -4.07557
C -4.90200 -1.51135 2.14466
C -0.45923 -1.04086 6.25350
C -3.42801 0.54303 1.15130
C -0.84383 0.09155 5.53109
C -0.24200 -3.97475 2.31842
C 0.09955 1.97847 -2.60388
C 0.35433 3.45056 -4.41792
C -0.41969 3.01273 -3.33412
C -2.58417 1.66144 0.59328
C -0.24572 -2.22253 4.17005
C -4.80523 0.66487 1.16479
C -0.33752 2.52060 0.70376
C 2.23805 0.93610 2.78361
C 1.60556 2.90485 -4.81090
C 3.08160 3.08615 2.19733
C 3.02621 -0.25906 -2.07968
C -3.52068 -1.55306 2.08645
C -0.97226 -3.73791 0.16247
C 2.99026 -1.15925 -0.84428
C -0.87394 -0.00338 4.16846
C 3.24656 1.88046 2.86251
C 1.91730 3.30482 1.47806
H -2.96516 -2.41588 2.43163
H -0.40055 1.59109 -1.72794
H 2.91439 -0.55190 0.05934
H 0.34589 -4.13287 4.23783
H -3.10585 -2.58099 -2.01621
H 3.84897 3.84728 2.24428
H 0.10205 -3.09594 6.10817
H 3.23565 -0.57117 -4.25287
H -1.15581 0.85073 3.56427
H 0.44092 -5.93930 2.90909
H 3.89704 -1.76014 -0.78526
H -3.77444 -0.26901 -1.74335
H 1.74922 4.21892 -6.51396
H 2.58652 2.67976 -6.70830
H 2.24709 -1.78015 -3.42259
H 3.27514 3.93306 -5.68143
H -6.63530 -0.31725 1.71423
H 4.00181 -1.78473 -3.23347
H -0.95242 -5.44539 -1.12182
H 3.06214 1.44568 -4.34585
H 4.03997 1.40922 -1.12575
H 2.32443 -0.02037 3.28750
H 1.73029 4.22430 0.94207
H -0.40651 -1.01860 7.33360
H 4.40102 1.28142 -2.85518
H -1.96618 3.54757 -1.94601
H -5.44952 -2.34928 2.55187
H 4.13770 1.67327 3.43785
H -1.32953 -3.04471 -0.59259
H -1.69719 4.73110 -3.22960
H -2.52934 3.22628 -3.59956
H -0.03591 -6.92224 0.69150
H -0.02694 4.28397 -5.00113
H -2.23717 0.07515 -2.13767
H -3.21105 -1.73141 -3.39866
H 2.12806 -1.82570 -0.88519
H 5.10536 0.13373 -1.72028
H -1.10788 1.01744 6.01970
H -5.25452 1.56907 0.77956
*
```

Here are the Mulliken charges for atoms 1 to 6, given in e:
1 Sn 0.8104
2 O -0.5944
3 O -0.6627
4 N -0.0601
5 N 0.5898
6 N 0.1252